# C45H97N5O12

A 8-piece molecular cluster, C45H97N5O12 overall (ωB97M-V/def2-TZVPD, OMol25).

Results
**DFT total energy**: -2948.79250 a.u.
**HOMO-LUMO gap**: 5.36 eV
**Total charge**: +2

The geometry in XYZ format:
```
159
Properties=species:S:1:pos:R:3:forces:R:3
C -7.1963 4.7138 -5.0503 -1.36 -0.07 0.03
O -5.8290 4.6387 -4.7885 0.49 -0.01 -0.06
C -5.0218 4.7366 -5.9356 0.24 0.74 -0.07
C -3.5823 4.6316 -5.4013 -1.01 -0.80 -0.53
N -3.2496 3.1506 -5.3568 0.57 0.33 0.29
H -3.2460 2.7415 -6.2857 -0.21 0.11 -0.41
H -2.2979 2.9705 -5.0039 -0.05 0.19 0.03
C -4.1064 2.3510 -4.4453 0.15 -0.84 0.85
C -3.4617 0.9905 -4.2857 -0.88 -0.56 -0.69
O -2.1962 1.2247 -3.8125 0.94 0.38 0.20
C -1.5739 0.0572 -3.2947 1.36 0.48 0.50
H -7.5433 3.9827 -5.7811 0.21 -0.21 -0.20
H -7.5412 5.6868 -5.3856 0.31 0.39 -0.21
H -7.7416 4.5166 -4.1342 0.16 -0.10 0.26
H -5.1492 5.6932 -6.4579 -0.04 0.10 0.23
H -5.3074 3.9846 -6.6923 0.34 -0.16 0.22
H -3.6315 5.0322 -4.3854 0.36 -0.26 -0.09
H -2.8228 5.1394 -5.9866 -0.05 -0.04 -0.15
H -5.1536 2.2890 -4.7195 0.12 0.35 -0.30
H -3.9667 2.8502 -3.4992 -0.53 0.23 0.38
H -3.4421 0.4610 -5.2497 0.08 -0.03 -0.15
H -4.0073 0.3097 -3.6206 -0.35 0.41 0.14
H -1.9753 -0.2128 -2.3252 -0.56 -0.28 0.04
H -0.5392 0.3296 -3.0594 -0.21 -0.17 -0.36
H -1.5700 -0.7535 -4.0121 -0.13 -0.25 -0.09
C -6.1505 -1.4722 -2.2624 -1.77 -0.33 -0.16
C -5.8079 -0.7667 -0.9523 0.43 1.06 -2.71
C -5.3082 -1.6561 0.0875 1.22 -0.40 1.14
C -3.8887 -2.0902 -0.2780 -0.60 -0.99 2.31
N -3.5995 -3.2479 0.7357 1.58 -0.47 -1.82
C -4.4994 -4.4601 0.5297 0.33 0.60 -0.61
C -3.6703 -5.7074 0.7641 1.04 0.10 0.32
C -2.1896 -5.2012 0.8912 0.45 -0.20 -0.67
C -2.2239 -3.7778 0.3203 0.14 -0.20 0.86
C -3.5798 -2.9820 2.2118 0.63 -0.17 -0.97
H -7.0225 -2.1178 -2.0976 0.05 0.00 -0.09
H -5.4193 -2.1142 -2.7491 0.48 0.15 0.34
H -6.4852 -0.7512 -3.0124 0.11 0.04 0.01
H -6.5493 -0.0146 -0.7212 -0.62 -0.35 0.48
H -4.9761 -0.1418 -1.2717 0.52 0.48 0.35
H -5.8243 -2.5953 0.2483 -0.86 0.21 -0.35
H -5.2964 -1.1715 1.0617 0.10 0.18 0.08
H -3.1022 -1.3302 -0.1263 -0.31 -0.32 -0.12
H -3.8437 -2.5439 -1.2790 0.13 0.18 0.46
H -5.3088 -4.3731 1.2329 -0.52 0.00 -0.07
H -4.8205 -4.3954 -0.5076 -0.36 -0.07 0.07
H -4.0456 -6.2327 1.6396 0.28 -0.09 0.06
H -3.7388 -6.3847 -0.0854 -0.15 0.05 0.04
H -1.7173 -5.1981 1.8758 -0.56 0.07 0.17
H -1.5057 -5.8236 0.2976 -0.31 0.18 -0.04
H -1.4811 -3.0897 0.7185 0.09 -0.14 0.28
H -2.1174 -3.7080 -0.7587 -0.38 -0.26 -0.15
H -3.2537 -3.9363 2.6194 -0.26 0.15 0.46
H -4.5800 -2.7118 2.4876 -0.28 0.20 0.51
H -2.8014 -2.2704 2.4631 -0.10 0.34 -0.03
C -3.0942 2.3496 -0.3532 -0.32 -1.33 -0.29
C -2.5499 3.5558 0.3477 -0.31 0.47 -0.03
C -2.2163 3.3441 1.8005 0.98 -0.38 0.01
C -0.9104 2.5108 1.7950 -0.88 0.74 1.93
N -0.5487 2.2091 3.2222 1.25 -0.05 0.26
C 0.8203 1.3954 3.2204 -0.34 1.62 -0.15
C 1.7393 2.3135 3.9825 0.73 -0.43 1.20
C 0.8367 3.0306 4.9782 -0.37 0.40 -0.82
C -0.2938 3.4648 4.0295 0.64 -0.17 0.88
C -1.5599 1.4075 3.9515 0.16 -0.77 -0.20
H -3.3017 2.4653 -1.4275 0.30 0.25 0.31
H -4.0282 1.9811 0.0777 -0.04 0.15 0.18
H -2.3736 1.5197 -0.2524 -0.26 0.13 -0.23
H -3.2203 4.4107 0.3082 0.02 0.14 -0.51
H -1.5806 3.7749 -0.1037 -0.18 0.62 -0.39
H -2.9984 2.9202 2.4389 -0.03 -0.21 -0.61
H -2.0161 4.3242 2.2423 0.17 -0.07 -0.02
H -0.0918 3.1405 1.4388 -0.03 -0.21 -0.25
H -0.9430 1.5540 1.2879 -0.14 -0.12 -0.24
H 0.7172 0.4603 3.7310 -0.66 -0.53 0.17
H 1.1159 1.2198 2.1938 -0.15 -0.16 -0.21
H 2.4558 1.7153 4.5482 0.25 0.03 -0.28
H 2.2869 3.0317 3.3767 -0.03 0.03 -0.20
H 0.3985 2.3417 5.6912 0.21 -0.21 0.27
H 1.3259 3.8313 5.5393 -0.21 0.00 -0.28
H -1.1811 3.7236 4.5815 -0.48 0.11 -0.06
H -0.0026 4.3092 3.4121 0.08 -0.14 -0.31
H -1.1835 1.1870 4.9501 -0.03 0.04 -0.13
H -1.5729 0.4771 3.4046 -0.51 -0.51 0.10
H -2.5342 1.8850 4.0255 0.21 0.07 -0.16
C 7.3733 -3.0760 -0.2398 0.48 -0.38 -0.41
C 6.7787 -3.4776 1.1116 0.05 0.46 -0.95
C 5.2853 -3.2141 1.1017 -0.22 -0.19 0.24
C 4.7999 -3.4012 2.5052 -0.54 0.64 0.69
N 3.3145 -3.2485 2.7135 -0.72 1.43 1.06
C 2.8208 -1.7871 2.7942 -0.14 0.49 1.15
C 2.9457 -1.2916 4.2924 0.84 -0.66 -0.47
C 3.2909 -2.5690 5.0749 -0.77 -0.54 0.10
C 2.9230 -3.7213 4.1216 0.91 0.17 0.26
C 2.5638 -4.1149 1.7496 -0.20 0.52 0.40
H 8.4235 -3.3572 -0.3434 0.02 0.08 0.24
H 7.3069 -2.0119 -0.4826 -0.11 0.04 0.36
H 6.8766 -3.5919 -1.0632 -0.23 -0.06 0.10
H 7.2700 -2.9514 1.9314 0.07 0.04 0.03
H 6.8953 -4.5440 1.2666 0.37 -0.21 0.11
H 4.8025 -4.0136 0.5659 -0.07 0.07 -0.99
H 5.0440 -2.2424 0.6367 -0.10 -0.38 0.34
H 5.3523 -2.7384 3.1675 -0.34 0.18 0.35
H 4.9667 -4.4127 2.8499 0.44 -0.33 -0.11
H 1.7753 -1.7820 2.5416 -0.33 -0.33 -0.28
H 3.2916 -1.0813 2.1292 0.45 -0.46 -0.54
H 2.0558 -0.8025 4.6847 -0.36 -0.48 -0.35
H 3.7287 -0.5478 4.4401 0.27 -0.05 -0.34
H 2.6792 -2.6698 5.9713 -0.05 0.02 -0.03
H 4.3259 -2.6188 5.4178 0.02 0.05 -0.33
H 1.8574 -3.9802 4.1308 0.24 0.27 -0.08
H 3.5164 -4.6090 4.3222 -0.15 -0.21 0.03
H 1.5133 -4.0562 2.0530 0.09 -0.28 -0.15
H 3.0026 -5.0910 1.9059 -0.28 -0.45 -0.14
H 2.6903 -3.8091 0.7227 0.11 0.25 -0.26
C 4.6643 0.6645 0.3963 0.05 -0.69 0.86
C 4.7344 1.8280 -0.5859 -0.30 -1.10 -0.43
C 5.2785 1.3124 -1.9576 -0.55 0.93 0.05
C 4.8540 2.2990 -3.0877 0.42 -0.42 1.00
C 3.3515 2.1440 -3.2507 0.11 -0.33 0.00
C 2.6128 2.6638 -2.0359 -0.87 0.82 1.42
N 3.2036 2.1662 -0.6763 7.73 0.15 -10.67
O 2.6317 2.2211 0.2359 -6.44 0.37 9.67
C 1.1882 2.1392 -1.8819 -0.28 0.54 0.13
C 2.6569 4.2513 -1.7747 0.09 -1.18 0.01
C 5.3813 3.1354 -0.0838 0.40 -0.74 0.22
H 4.3230 0.9090 1.4034 0.20 0.45 0.00
H 5.5912 0.1362 0.5025 0.97 0.23 -0.04
H 3.9982 -0.1533 0.1012 -0.31 0.50 -0.63
H 4.8911 0.2946 -2.1303 0.09 0.34 -0.11
H 6.3642 1.2799 -1.8612 0.00 -0.09 0.07
H 5.4130 2.1511 -4.0116 -0.18 -0.28 0.06
H 5.1188 3.3130 -2.7373 -0.17 -0.26 -0.40
H 3.0668 1.0904 -3.4453 0.25 0.25 0.28
H 2.9985 2.7012 -4.1061 -0.24 0.40 -0.24
H 1.1947 1.0654 -1.6971 0.07 -0.14 -0.25
H 0.6221 2.3818 -2.7736 -0.15 -0.03 -0.14
H 0.7159 2.6121 -1.0037 -0.03 -0.09 -0.51
H 1.9774 4.7190 -2.4819 -0.03 0.01 -0.06
H 3.6480 4.7185 -1.8634 -0.32 -0.37 -0.10
H 2.2866 4.4128 -0.7519 0.00 0.18 -0.38
H 6.3495 2.8953 0.3343 0.37 -0.41 0.00
H 4.8461 3.5146 0.7736 -0.42 0.44 0.07
H 5.6021 3.8934 -0.8368 -0.51 -0.11 0.03
O 2.7455 -3.0206 -1.4481 0.15 1.60 -1.38
C 2.8360 -2.4981 -2.8758 -0.83 4.62 4.10
O 2.7536 -1.2068 -2.9734 -0.17 -0.41 1.51
O 2.8965 -3.2508 -3.7356 0.57 -4.69 -3.71
H 2.5818 -2.1757 -0.9682 0.22 -0.61 -0.09
O -0.4632 -1.6069 3.8157 0.30 -1.06 -1.44
C -0.4566 -3.0439 4.1768 -0.38 0.57 -2.61
O -0.3921 -3.3171 5.3174 0.40 0.22 4.03
O -0.5227 -3.8319 3.2108 0.08 0.37 -1.62
H -0.3543 -1.6482 2.8167 -0.34 0.31 1.30
O 0.0684 -1.4604 -1.1887 0.67 0.75 1.36
C 0.4691 -1.0133 0.0975 2.56 0.46 -2.02
O -0.3963 -0.9078 0.9671 -0.31 0.04 0.31
O 1.7411 -0.7094 0.1268 -2.63 -0.25 0.68
H 0.9229 -1.3595 -1.6775 -0.44 -0.37 -0.31
```
Positions in Å, forces in eV/Å.